1.
# C5H12O2S

C5H12O2S in the gas phase at a distorted geometry (ωB97M-V/def2-TZVPD, OMol25).

```
! RIJCOSX wB97M-V def2-TZVPD def2/J DEFGRID3
* xyz 0 1
S 0.7348 1.6091 -0.7506
O -0.2297 -0.8103 -0.2128
O 2.3831 -1.0650 0.8720
C 0.8259 -0.1500 -0.8721
C 0.7077 1.5938 1.0055
C -2.4889 -0.1650 0.4922
C -1.5471 -0.5787 -0.6567
C 2.2091 -0.7974 -0.4992
H -1.3820 0.3739 -1.4156
H 1.6384 1.2177 1.3577
H -2.3264 0.9022 1.0808
H 0.6771 2.6697 1.4940
H -2.0331 -1.4609 -1.2408
H -2.8290 -0.9744 1.2639
H -3.4544 0.2036 -0.1499
H 2.8821 -0.1309 -0.9868
H -0.0817 0.8737 1.3566
H 2.1545 -1.6812 -1.1499
H 0.7489 -0.4078 -1.9938
H 1.4109 -1.2220 1.0052
*
```

Computed properties:
SMILES string: CCO[C@H](CO)SC
Relative energy (zero: lowest compared OMol25 entry of this formula, charge and spin) (kJ/mol): 307.9
Molecular weight (Da): 136.22

=====

2.
# C38H49MoN8O2STe

A molecular structure, C38H49MoN8O2STe (ωB97M-V/def2-TZVPD, OMol25).

```
! RIJCOSX wB97M-V def2-TZVPD def2/J DEFGRID3
* xyz 2 4
Te 0.0928 -2.6594 -0.3651
Mo 0.5262 3.0140 -0.3635
S -0.6418 5.2365 -0.5854
O 1.4322 1.1876 -0.3827
O -1.1495 2.1065 -1.2047
N 1.6171 3.4418 -2.4190
N -0.1518 2.8849 1.7239
N -0.0074 6.0547 -3.1210
N -1.8538 4.9624 -3.0476
N -0.3350 1.0019 -5.6581
N 0.2815 -0.7040 0.0359
N -1.2544 1.6228 -2.3964
N 2.3670 3.8771 0.6645
C 1.3240 -0.1074 -0.4398
C 0.0973 1.5434 2.3107
C 2.8371 -0.5999 -2.3723
C -0.2445 -2.9018 2.6894
C -6.0723 -4.2595 -0.9661
C 0.7907 2.7297 -2.8241
C -0.3390 1.3866 -4.5767
C -2.8244 -0.5558 -0.2689
C -1.6007 3.1655 1.8831
C 3.5981 3.1217 0.3208
C 2.1193 3.7716 2.1299
C -3.6021 -4.7382 -0.8418
C 0.4536 -3.3909 1.5782
C 0.6440 3.9197 2.4413
C 1.2855 -5.0142 5.4558
C -3.0305 4.2389 -2.5723
C -4.6454 -3.8210 -0.8081
C -1.6476 5.3355 -4.3643
C -4.3293 -2.4847 -0.6186
C -2.0020 -2.9901 -0.4811
C -1.3259 -1.8579 2.6049
C -3.0227 -2.0362 -0.4572
C 0.9982 -4.4523 4.0936
C -0.4860 6.0212 -4.4121
C 4.7771 -1.9908 -2.0850
C 1.6532 -4.9279 2.9654
C 3.9563 -1.2214 -2.9015
C 4.4752 -2.1447 -0.7400
C 2.6166 5.2967 0.3148
C -1.2113 -5.4150 -0.7628
C -0.2927 1.8940 -3.2416
C 3.3395 -1.5447 -0.2132
C 2.1422 -5.0193 0.5263
C 0.0553 -3.4435 3.9309
C 2.5193 -0.7752 -1.0289
C 1.3993 -4.4205 1.6966
C -2.2798 -4.3532 -0.6888
C -0.8438 5.4120 -2.2916
H -0.5615 -5.2786 -1.6327
H -1.1476 -1.1413 1.8066
H -0.5204 0.8132 1.7954
H 5.6550 -2.4668 -2.4997
H 1.9911 -5.8405 5.4050
H 3.1034 -1.6387 0.8453
H -1.6653 -6.3987 -0.8590
H 2.9214 -4.3522 0.1586
H -1.3973 -1.3158 3.5476
H -3.3073 -0.2309 0.6561
H 2.6256 -5.9467 0.8267
H -3.0186 4.2350 -1.4860
H -1.8815 3.0604 2.9337
H 0.4705 3.8384 3.5188
H -6.5951 -3.6319 -1.6874
H 3.5587 5.6222 0.7628
H -6.6031 -4.1780 -0.0162
H 4.4404 3.5057 0.9015
H 5.1245 -2.7288 -0.1014
H -1.8300 4.1738 1.5506
H -6.1360 -5.2932 -1.2991
H 2.6909 4.5353 2.6640
H -3.0127 3.2135 -2.9412
H 1.4873 -5.2554 -0.3135
H 1.8089 5.9288 0.6728
H 2.1986 0.0043 -3.0079
H 1.1338 1.2468 2.1815
H 0.0298 6.4797 -5.2355
H -3.2953 -0.0106 -1.0870
H 0.2831 4.9003 2.1224
H 2.4860 2.8035 2.4685
H -5.1253 -1.7482 -0.6005
H -0.4774 -3.0723 4.7994
H 1.7055 -4.2465 6.1071
H 3.8095 3.2473 -0.7394
H -0.1516 1.5636 3.3748
H -2.1659 2.4536 1.2836
H -2.3437 5.0790 -5.1423
H -2.2946 -2.3286 2.4229
H 2.3772 -5.7266 3.0703
H -3.8225 -5.7872 -0.9979
H 4.1928 -1.1040 -3.9501
H -1.7811 -0.2643 -0.2252
H 2.6888 5.3881 -0.7672
H -3.9238 4.7443 -2.9314
H 3.4565 2.0645 0.5245
H 0.3694 -5.3731 5.9255
H -0.5961 -5.4418 0.1389
H 0.8399 6.5020 -2.8099
*
```

Computed properties:
Relative energy (zero: lowest compared OMol25 entry of this formula, charge and spin) (kJ/mol): 22.3
Molecular weight (Da): 905.47

=====

3.
# C25H20As2NO4S5V

A molecular structure, C25H20As2NO4S5V (ωB97M-V/def2-TZVPD, OMol25).

```
! RIJCOSX wB97M-V def2-TZVPD def2/J DEFGRID3
* xyz -2 3
As 0.5472 -2.2415 1.1760
As -3.5132 -0.7460 0.6996
V -0.8028 0.7138 0.1662
S -3.3447 -2.7723 1.3705
S -2.3047 -0.5403 -1.1697
S -5.4382 0.0857 0.5189
S 1.6449 1.7157 -0.0965
S -2.2266 0.5835 1.9995
O 1.1613 2.8611 -1.0831
O 1.1018 0.4323 -0.6671
O 3.0646 1.8230 -0.0953
O 0.9060 1.9017 1.1567
N -1.1760 2.4580 -0.6650
C -0.4299 4.5116 -1.7601
C 2.5147 -0.6904 2.5210
C -0.2899 3.1751 -1.1129
C 1.8114 -3.0036 -2.8247
C -0.3811 -3.9291 -2.5377
C 2.3955 -1.7116 1.5833
C 4.8034 -1.7944 1.4208
C 0.6355 5.3822 -1.9613
C 4.9102 -0.7675 2.3515
C -0.3875 -3.5092 -1.2166
C -1.9299 6.1291 -2.7221
C 1.6156 -5.7581 3.3591
C -0.6242 -6.0594 2.5756
C 3.7651 -0.2203 2.9049
C 1.6541 -4.5059 2.7574
C 0.7231 -3.6888 -3.3434
C 1.8090 -2.5860 -1.4997
C 0.4798 -6.5464 3.2609
C 0.7251 -2.8642 -0.6769
C 3.5552 -2.2646 1.0439
C -0.5889 -4.8069 1.9810
C -0.8659 7.0012 -2.9190
C 0.4143 6.6267 -2.5376
C 0.5630 -4.0223 2.0381
C -1.7152 4.8892 -2.1446
H -1.0369 7.9728 -3.3680
H 2.6468 -2.0107 -1.1257
H -1.2903 -3.6261 -0.6277
H -2.5245 4.1924 -1.9685
H 2.6626 -2.7731 -3.4551
H 2.4806 -6.1111 3.9096
H 0.4470 -7.5226 3.7305
H 1.2460 7.3043 -2.6875
H 2.5496 -3.9101 2.8629
H -1.4790 -4.4141 1.5054
H -1.2619 -4.4104 -2.9445
H -2.9304 6.4177 -3.0198
H 1.6198 -0.2432 2.9405
H 5.6959 -2.2291 0.9852
H 3.4826 -3.0750 0.3268
H 3.8355 0.5927 3.6166
H 0.7207 -4.0058 -4.3799
H 1.6298 5.0820 -1.6647
H 5.8856 -0.3866 2.6303
H -1.5320 -6.6471 2.5141
*
```

Computed properties:
Relative energy (zero: lowest compared OMol25 entry of this formula, charge and spin) (kJ/mol): 0.0
Molecular weight (Da): 759.56

=====

4.
# C8H12INS

2 unconnected molecules or ions with the total composition C8H12INS at a distorted geometry (ωB97M-V/def2-TZVPD, OMol25).

```
! RIJCOSX wB97M-V def2-TZVPD def2/J DEFGRID3
* xyz 0 1
I 0.8221 -3.0716 -0.5781
S -1.4533 0.7292 1.1273
N 0.9126 1.4275 1.7603
C 0.0873 -1.1113 -2.7778
C -1.8656 -1.8490 -1.3497
C 1.0642 0.5411 0.7188
C -0.4005 -1.5594 -1.4454
C -0.7973 2.5273 3.2008
C 2.4225 0.3681 0.1771
C -0.3023 1.6370 2.1251
C -0.1353 0.2065 0.1654
H -1.5956 2.0551 3.6128
H -2.4982 -1.1047 -1.8652
H -2.3363 -2.0129 -0.3945
H -1.8190 -2.7353 -2.0628
H -0.2431 -0.1242 -3.0173
H 2.6168 1.2597 -0.4855
H -0.1274 -1.6913 -3.5986
H 3.0283 0.2076 1.0983
H 2.4759 -0.6176 -0.2923
H -0.0475 2.4533 3.9624
H -0.9272 3.5016 2.7713
H 1.1190 -1.0368 -2.8523
*
```

Computed properties:
Relative energy (zero: lowest compared OMol25 entry of this formula, charge and spin) (kJ/mol): 257.8
Molecular weight (Da): 281.16

=====

5.
# C8H7NO3

C8H7NO3 in the gas phase at a distorted geometry (ωB97M-V/def2-TZVPD, OMol25).

```
! RIJCOSX wB97M-V def2-TZVPD def2/J DEFGRID3
* xyz 0 1
O -0.5396 1.0932 -1.7583
O 1.8275 -1.3659 -0.5101
O 1.9792 1.0472 -0.4039
N -1.4548 -0.5542 0.4599
C -0.1120 -0.7670 0.8532
C -0.5497 -1.9264 -1.1439
C 0.8048 1.6170 0.1575
C -0.4054 1.2770 -0.5535
C 2.4493 -0.2203 0.0058
C -1.5304 0.9214 0.3858
C 0.4873 -1.3945 -0.2650
C -1.6735 -1.2408 -0.7195
H 2.4673 -0.3972 1.0494
H -1.3794 1.3251 1.4876
H 0.7989 1.5799 1.2739
H -0.3323 -2.7818 -1.8701
H -2.5599 1.2318 -0.1203
H -2.7382 -1.0757 -0.9646
H 3.3906 -0.2524 -0.4356
*
```

Computed properties:
Relative energy (zero: lowest compared OMol25 entry of this formula, charge and spin) (kJ/mol): 680.8
Molecular weight (Da): 165.15

=====

6.
# C31H36P4PdS2

A molecular structure, C31H36P4PdS2 (ωB97M-V/def2-TZVPD, OMol25).

```
! RIJCOSX wB97M-V def2-TZVPD def2/J DEFGRID3
* xyz 0 1
Pd 0.1661 0.3660 -0.0666
S -0.1933 1.8969 1.7948
S -0.4059 -1.1271 -1.8998
P -2.0932 1.3986 1.2588
P -2.2214 -0.4780 -1.2526
P 1.4812 -1.4328 1.5058
P 2.3245 0.9671 -0.6495
C -3.1634 -3.0713 -1.5950
C -4.7887 -1.4407 -0.8816
C -4.2066 2.7278 0.0559
C -4.8135 3.7590 -0.6388
C -2.7886 0.7677 -2.4596
C -3.4919 -1.7592 -1.2859
C -4.2667 1.8799 4.6707
C -2.1064 1.9826 -2.5195
C -2.1747 4.0104 0.1981
C -5.4214 -3.7454 -1.1216
C 3.1151 -0.5669 1.5434
C -4.1330 -4.0649 -1.5176
C -3.8319 0.5227 -3.3457
C 2.7874 0.9224 -2.4106
C 2.8748 2.6272 -0.1266
C 2.0184 -3.1031 0.9518
C -5.7499 -2.4328 -0.8004
C 3.5579 -0.1491 0.1371
C -2.8798 2.8463 0.4682
C -3.7989 -0.1250 2.8002
C -4.6691 -0.3518 3.8586
C -2.4847 2.9474 -3.4354
C 1.2354 -1.7277 3.2993
C -4.2062 1.4934 -4.2681
C -1.8713 0.0263 0.3139
C -4.1051 4.9238 -0.9101
C -4.9006 0.6485 4.7910
C -3.5392 2.7060 -4.3087
C -3.4082 2.1155 3.6099
C -2.7924 5.0518 -0.4858
C -3.1755 1.1104 2.6755
H 2.8294 -3.5098 1.5610
H 2.9919 0.3191 2.1753
H -3.8355 3.4626 -5.0243
H -2.9168 3.0760 3.5010
H -5.1610 -1.3112 3.9568
H 0.3931 -2.4094 3.4235
H 3.9329 2.7957 -0.3332
H -4.3549 -0.4234 -3.3249
H -5.8403 3.6570 -0.9667
H 3.8738 -1.1996 2.0141
H -5.0197 1.2951 -4.9545
H -4.4471 2.6559 5.4035
H -1.2757 2.1570 -1.8454
H 2.5083 -0.0486 -2.8204
H 2.2150 1.6847 -2.9396
H -2.1480 -3.3064 -1.8898
H 1.1601 -3.7747 0.9980
H 3.8542 1.0942 -2.5620
H 2.1182 -2.1499 3.7853
H -5.5761 0.4698 5.6181
H 2.6865 2.7484 0.9406
H -4.7631 1.8239 0.2823
H 4.5389 0.3337 0.1536
H -5.0400 -0.4148 -0.6346
H -2.2424 5.9621 -0.6896
H -1.1454 4.0895 0.5242
H 2.2758 3.3707 -0.6533
H -6.7564 -2.1856 -0.4874
H 2.3330 -3.0599 -0.0919
H -6.1749 -4.5201 -1.0574
H -3.8785 -5.0882 -1.7616
H -4.5819 5.7314 -1.4510
H 3.6441 -1.0298 -0.5069
H 0.9716 -0.7831 3.7771
H -1.9592 3.8935 -3.4668
H -3.5837 -0.8973 2.0700
*
```

Computed properties:
Relative energy (zero: lowest compared OMol25 entry of this formula, charge and spin) (kJ/mol): 0.0
Molecular weight (Da): 703.08